1.
# C4H6N2

The molecule C4H6N2 at a distorted geometry (ωB97M-V/def2-TZVPD, the OMol25 dataset).

CARTESIAN COORDINATES (ANGSTROEM)
1 N -2.557 1.733 0.064
2 C -1.470 1.346 -0.024
3 C -0.104 0.828 -0.140
4 C 0.360 -0.188 0.932
5 C 0.813 -1.061 -0.254
6 N 0.130 -0.163 -1.223
7 H 0.577 1.680 -0.253
8 H 1.119 0.159 1.636
9 H -0.479 -0.618 1.484
10 H 0.461 -2.097 -0.261
11 H 1.896 -1.055 -0.423
12 H -0.748 -0.564 -1.538

Kohn-Sham gap ... 10.5609 eV
Structure (SMILES) ... N#C[C@H]1CCN1
Energy relative to the best compared isomer or geometry (same formula, charge and spin) ... 1.609 eV
Total charge ... 0
E_HOMO ... -9.668 eV

2.
# C24H29N5O2S

The molecule C24H29N5O2S (ωB97M-V/def2-TZVPD, the OMol25 dataset).

CARTESIAN COORDINATES (ANGSTROEM)
1 C 5.630 3.806 -3.556
2 C 6.108 4.151 -2.147
3 O 5.113 3.950 -1.168
4 C 4.800 2.681 -0.764
5 C 5.482 1.522 -1.136
6 C 5.102 0.284 -0.650
7 C 4.028 0.182 0.221
8 N 3.548 -0.966 0.781
9 C 2.534 -0.749 1.536
10 N 1.897 -1.693 2.246
11 C 0.684 -1.418 2.981
12 C -0.368 -2.502 2.724
13 C -0.333 -2.918 1.247
14 C -0.541 -1.680 0.365
15 O 0.355 -1.219 -0.315
16 N -1.756 -1.077 0.424
17 C -3.004 -1.631 0.900
18 C -3.945 -1.870 -0.293
19 N -4.153 -0.645 -1.033
20 C -5.231 0.139 -0.710
21 C -5.472 1.390 -1.305
22 C -6.622 2.071 -0.974
23 C -7.518 1.513 -0.068
24 C -7.200 0.277 0.459
25 N -6.099 -0.389 0.160
26 C -2.901 -0.107 -1.512
27 C -1.955 0.147 -0.332
28 C 1.028 -3.564 0.930
29 C 2.110 -3.081 1.906
30 S 2.050 0.972 1.687
31 C 3.346 1.362 0.590
32 C 3.717 2.598 0.110
33 H 6.415 4.025 -4.274
34 H 4.751 4.396 -3.800
35 H 5.367 2.753 -3.628
36 H 6.335 5.220 -2.086
37 H 7.020 3.593 -1.898
38 H 6.325 1.569 -1.807
39 H 5.632 -0.608 -0.943
40 H 0.909 -1.361 4.055
41 H 0.293 -0.445 2.668
42 H -1.345 -2.111 3.008
43 H -0.170 -3.381 3.341
44 H -1.127 -3.641 1.041
45 H -2.849 -2.565 1.433
46 H -3.475 -0.910 1.578
47 H -4.912 -2.224 0.061
48 H -3.498 -2.605 -0.969
49 H -4.785 1.815 -2.019
50 H -6.825 3.033 -1.422
51 H -8.426 2.023 0.211
52 H -7.851 -0.218 1.168
53 H -3.054 0.814 -2.070
54 H -2.447 -0.845 -2.183
55 H -0.980 0.488 -0.683
56 H -2.392 0.900 0.333
57 H 1.317 -3.275 -0.082
58 H 0.956 -4.651 0.978
59 H 2.089 -3.662 2.833
60 H 3.098 -3.166 1.455
61 H 3.197 3.498 0.395

Kohn-Sham gap ... 7.6594 eV
Structure (SMILES) ... CCOc1ccc2nc(N3CCC(C(=O)N4CCN(c5ccccn5)CC4)CC3)sc2c1
Energy relative to the best compared isomer or geometry (same formula, charge and spin) ... 0.204 eV
Total charge ... 0
E_HOMO ... -7.083 eV

3.
# C11H44BClFO14S

A cluster of 15 separate species, C11H44BClFO14S in total at a distorted geometry (ωB97M-V/def2-TZVPD, the OMol25 dataset).

CARTESIAN COORDINATES (ANGSTROEM)
1 C 1.636 -1.830 -1.432
2 C 2.918 -0.817 -1.240
3 C 4.412 -1.321 -1.729
4 C 5.731 -0.339 -1.521
5 C 5.535 1.127 -0.815
6 C 4.036 1.611 -0.358
7 C 2.705 0.670 -0.565
8 C 1.245 1.267 -0.084
9 B 0.411 1.753 -1.413
10 F -0.243 3.095 -1.198
11 S 1.620 2.011 -2.877
12 C -0.749 0.716 -1.939
13 C -1.688 0.062 -0.766
14 C -3.129 -0.531 -1.275
15 Cl -4.013 -1.158 0.275
16 H 1.133 -1.746 -2.501
17 H 2.002 -2.957 -1.319
18 H 0.884 -1.635 -0.556
19 H 4.519 -2.374 -2.228
20 H 6.787 -0.737 -1.896
21 H 6.446 1.864 -0.606
22 H 3.923 2.685 0.126
23 H 0.669 0.549 0.638
24 H 1.463 2.255 0.551
25 H 0.809 2.348 -3.975
26 H -1.482 1.360 -2.627
27 H -0.294 -0.102 -2.679
28 H -1.809 0.903 0.072
29 H -1.119 -0.837 -0.232
30 H -3.797 0.329 -1.710
31 H -3.017 -1.454 -2.023
32 O 6.516 -2.875 -2.920
33 H 7.322 -3.368 -2.704
34 H 6.823 -2.175 -3.516
35 O -0.344 -3.683 -0.332
36 H -1.021 -3.299 0.246
37 H -0.474 -4.639 -0.240
38 O -5.484 -3.464 2.710
39 H -4.678 -3.957 2.926
40 H -5.177 -2.764 2.114
41 O 2.639 2.759 2.438
42 H 3.148 2.345 3.150
43 H 2.361 3.609 2.812
44 O -3.633 1.483 2.139
45 H -3.422 2.296 1.657
46 H -3.697 0.810 1.444
47 O 5.709 3.252 3.155
48 H 5.145 3.140 2.375
49 H 6.294 3.987 2.918
50 O 1.606 -5.446 0.035
51 H 1.974 -5.960 -0.700
52 H 1.868 -4.534 -0.163
53 O -6.194 2.308 4.200
54 H -5.826 1.794 3.466
55 H -5.932 3.219 4.003
56 O -8.131 -3.598 0.510
57 H -8.211 -4.419 1.019
58 H -7.341 -3.172 0.875
59 O -3.935 -1.410 4.638
60 H -4.856 -1.174 4.822
61 H -3.841 -1.263 3.685
62 O 0.198 4.672 -5.093
63 H -0.072 4.538 -4.173
64 H 0.742 5.474 -5.062
65 O -0.191 3.953 1.738
66 H -0.504 3.375 1.027
67 H 0.664 3.573 1.989
68 O -8.621 2.476 6.176
69 H -8.253 1.962 5.442
70 H -8.358 3.387 5.978
71 O 6.148 -3.135 -5.851
72 H 5.472 -2.751 -5.273
73 H 6.019 -4.091 -5.759

Kohn-Sham gap ... 6.7088 eV
Energy relative to the best compared isomer or geometry (same formula, charge and spin) ... 10.177 eV
Total charge ... -1
E_HOMO ... -4.819 eV

4.
# C37H52N6O6PSiTeY

A structure of composition C37H52N6O6PSiTeY (ωB97M-V/def2-TZVPD, the OMol25 dataset).

CARTESIAN COORDINATES (ANGSTROEM)
1 Y -0.407 1.233 -0.458
2 O -0.346 2.145 4.147
3 C -0.537 0.907 4.638
4 C -0.407 0.754 6.023
5 C -0.590 -0.477 6.614
6 C -0.912 -1.593 5.843
7 C -1.037 -1.449 4.478
8 C -0.852 -0.213 3.848
9 C -0.926 -0.141 2.371
10 O -0.617 0.985 1.810
11 N -1.275 -1.219 1.707
12 N -1.255 -0.931 0.362
13 C -1.569 -1.891 -0.411
14 C -1.639 -1.665 -1.853
15 C -2.132 -2.684 -2.661
16 C -2.237 -2.479 -4.023
17 C -1.840 -1.258 -4.532
18 C -1.367 -0.298 -3.651
19 N -1.264 -0.466 -2.336
20 H -0.459 2.084 3.170
21 H -0.161 1.636 6.601
22 H -0.481 -0.572 7.688
23 H -1.052 -2.563 6.303
24 H -1.264 -2.301 3.851
25 H -1.812 -2.871 -0.007
26 H -2.412 -3.623 -2.206
27 H -2.613 -3.260 -4.672
28 H -1.890 -1.033 -5.589
29 H -1.051 0.658 -4.042
30 N -1.261 2.809 -2.534
31 C -0.238 3.540 -3.278
32 C 0.928 2.605 -3.557
33 N 1.420 2.079 -2.292
34 C 2.544 2.820 -1.699
35 C 2.222 3.378 -0.323
36 N 1.646 2.323 0.510
37 H -1.845 2.238 -3.132
38 H -1.873 3.447 -2.041
39 H 0.107 4.352 -2.632
40 H -0.606 3.999 -4.201
41 H 1.710 3.115 -4.130
42 H 0.597 1.771 -4.177
43 H 1.651 1.092 -2.330
44 H 2.832 3.647 -2.354
45 H 3.414 2.165 -1.631
46 H 1.479 4.173 -0.417
47 H 3.128 3.816 0.110
48 H 1.487 2.623 1.464
49 H 2.231 1.493 0.519
50 C -5.799 1.052 2.009
51 C -4.298 0.915 1.967
52 O -3.684 2.211 1.755
53 P -3.146 2.676 0.335
54 O -2.743 1.489 -0.498
55 Te -1.288 4.104 0.685
56 O -4.352 3.395 -0.418
57 C -4.774 4.747 -0.130
58 C -5.617 4.810 1.120
59 H -6.258 0.092 2.255
60 H -6.189 1.376 1.043
61 H -6.097 1.776 2.769
62 H -3.964 0.239 1.179
63 H -3.890 0.557 2.911
64 H -5.330 5.048 -1.015
65 H -3.882 5.371 -0.048
66 H -6.496 4.169 1.029
67 H -5.954 5.833 1.295
68 H -5.042 4.490 1.990
69 C 4.801 -2.558 -1.128
70 C 4.016 -1.242 -1.179
71 C 4.689 -0.251 -0.215
72 C 4.125 -0.682 -2.601
73 Si 2.214 -1.504 -0.591
74 O 1.329 -0.170 -0.789
75 C 2.376 -2.022 1.215
76 C 2.849 -3.286 1.587
77 C 3.077 -3.616 2.916
78 C 2.841 -2.679 3.914
79 C 2.374 -1.419 3.572
80 C 2.145 -1.103 2.239
81 C 1.460 -2.948 -1.576
82 C 1.420 -2.901 -2.974
83 C 0.917 -3.949 -3.731
84 C 0.414 -5.081 -3.102
85 C 0.403 -5.139 -1.716
86 C 0.918 -4.084 -0.969
87 H 5.820 -2.399 -1.502
88 H 4.339 -3.334 -1.746
89 H 4.885 -2.941 -0.109
90 H 5.735 -0.096 -0.507
91 H 4.681 -0.611 0.816
92 H 4.208 0.731 -0.231
93 H 5.165 -0.394 -2.802
94 H 3.510 0.206 -2.760
95 H 3.854 -1.422 -3.356
96 H 3.048 -4.036 0.828
97 H 3.439 -4.604 3.173
98 H 3.013 -2.930 4.953
99 H 2.168 -0.686 4.344
100 H 1.761 -0.116 1.999
101 H 1.792 -2.026 -3.496
102 H 0.916 -3.884 -4.813
103 H 0.027 -5.907 -3.687
104 H 0.003 -6.011 -1.210
105 H 0.901 -4.158 0.113

Kohn-Sham gap ... 7.4195 eV
Energy relative to the best compared isomer or geometry (same formula, charge and spin) ... 0.150 eV
Total charge ... 0
E_HOMO ... -7.632 eV

5.
# C5H36NO13S

A cluster of 13 separate species, C5H36NO13S in total at a distorted geometry (ωB97M-V/def2-TZVPD, the OMol25 dataset).

CARTESIAN COORDINATES (ANGSTROEM)
1 C -1.927 0.023 -0.467
2 N -2.145 1.399 -0.866
3 C -1.683 1.812 -2.202
4 O -0.414 2.495 -2.235
5 C -0.487 -0.226 0.007
6 C -0.277 -0.576 1.459
7 C 0.296 0.346 2.477
8 S 0.375 -0.644 4.134
9 H -2.390 -0.548 -1.281
10 H -2.614 -0.106 0.411
11 H -2.066 2.212 -0.234
12 H -1.603 0.873 -2.890
13 H -2.442 2.508 -2.424
14 H 0.178 0.501 -0.438
15 H -0.149 -0.981 -0.752
16 H 0.451 -1.416 1.562
17 H -1.246 -0.946 1.865
18 H -0.360 1.215 2.628
19 H 1.342 0.681 2.442
20 H 1.312 -1.559 3.893
21 H -1.598 2.885 3.028
22 H -1.792 2.548 1.587
23 O -2.308 2.739 2.390
24 H 0.316 2.009 -2.615
25 H 2.008 1.336 -3.590
26 O 2.527 1.101 -2.824
27 H -3.076 0.776 2.569
28 H -2.175 0.131 3.560
29 O -3.107 0.177 3.332
30 H 4.037 -1.449 2.303
31 H 2.684 -1.097 1.664
32 O 3.100 -1.355 2.512
33 H 2.350 0.092 -2.562
34 H 2.868 -1.671 -2.666
35 O 2.049 -1.289 -2.377
36 H 3.441 2.179 2.093
37 H 2.422 2.250 3.304
38 O 2.570 2.435 2.357
39 H 2.434 -0.998 -0.503
40 H 3.661 -0.180 -0.681
41 O 3.141 -0.607 0.036
42 H 0.720 -1.505 -2.918
43 H -0.165 -1.235 -4.176
44 O -0.280 -1.257 -3.200
45 H 0.863 3.043 1.157
46 H 0.328 2.761 -0.299
47 O 0.177 3.239 0.515
48 H -2.802 -3.552 -0.690
49 H -3.731 -2.487 -0.017
50 O -3.473 -3.412 -0.028
51 H 1.535 -2.687 -0.715
52 H 2.433 -3.111 0.375
53 O 1.797 -3.492 -0.266
54 H -2.945 -1.260 -3.152
55 H -1.568 -1.977 -3.304
56 O -2.591 -2.143 -3.287

Kohn-Sham gap ... 8.3930 eV
Energy relative to the best compared isomer or geometry (same formula, charge and spin) ... 1.935 eV
Total charge ... -1
E_HOMO ... -6.109 eV

6.
# C4H7N2

The ion C4H7N2 with charge +1 at a distorted geometry (ωB97M-V/def2-TZVPD, the OMol25 dataset).

CARTESIAN COORDINATES (ANGSTROEM)
1 C -2.074 -0.099 -1.255
2 C -0.542 1.274 -0.007
3 C 0.657 -0.796 0.892
4 C 1.093 -0.535 -0.486
5 N -1.333 -0.786 -0.543
6 N -0.266 -0.155 -0.069
7 H -3.106 -0.183 -1.642
8 H 0.490 1.838 0.279
9 H -1.317 1.494 0.604
10 H 0.371 -1.731 1.189
11 H 0.918 -0.065 1.791
12 H 1.761 0.297 -0.663
13 H 1.210 -1.293 -1.216

Kohn-Sham gap (alpha / beta) ... 9.4344 / 8.5012 eV
Energy relative to the best compared isomer or geometry (same formula, charge and spin) ... 8.415 eV
Total charge ... +1
E_HOMO (alpha / beta) ... -14.823 / -14.059 eV

7.
# C4H12N3

A cluster of 2 separate species, C4H12N3 in total at a distorted geometry (ωB97M-V/def2-TZVPD, the OMol25 dataset).

CARTESIAN COORDINATES (ANGSTROEM)
1 C 1.396 -2.521 -1.262
2 C 0.725 -1.500 -0.402
3 C -0.564 -1.569 -0.087
4 N -1.171 -0.495 0.723
5 H 0.680 -3.223 -1.680
6 H 2.002 -2.032 -2.025
7 H 2.105 -3.075 -0.637
8 H 1.369 -0.810 0.140
9 H -1.172 -2.449 -0.234
10 H -0.700 0.399 0.512
11 H -2.158 -0.374 0.480
12 H -1.139 -0.592 1.745
13 N -1.234 2.346 0.163
14 C 0.139 2.616 0.237
15 N 0.774 2.320 1.291
16 H -1.680 2.889 -0.567
17 H -1.696 2.537 1.050
18 H 0.547 3.219 -0.579
19 H 1.776 2.312 1.132

Kohn-Sham gap ... 10.8995 eV
Energy relative to the best compared isomer or geometry (same formula, charge and spin) ... 2.108 eV
Total charge ... +1
E_HOMO ... -13.949 eV

8.
# C16H54B2N9O10

A cluster of 9 separate species, C16H54B2N9O10 in total at a distorted geometry (ωB97M-V/def2-TZVPD, the OMol25 dataset).

CARTESIAN COORDINATES (ANGSTROEM)
1 N 0.192 -1.181 0.628
2 H -0.272 -2.086 0.740
3 H 0.029 -0.647 1.482
4 H -0.066 -0.771 -0.279
5 H 1.226 -1.270 0.412
6 B 1.411 -0.687 3.439
7 H 1.588 -0.666 4.587
8 H 2.131 -0.033 2.821
9 H 1.569 -1.777 3.089
10 H 0.357 -0.286 3.140
11 B -1.054 1.118 -0.706
12 H -0.532 1.687 0.143
13 H -1.736 0.255 -0.345
14 H -1.685 1.875 -1.318
15 H -0.223 0.603 -1.326
16 C 3.484 -0.714 0.018
17 O 3.156 -0.424 -1.199
18 O 3.000 -1.807 0.583
19 O 4.357 -0.043 0.684
20 C 0.150 -1.933 -2.945
21 O 0.134 -2.786 -1.822
22 C -0.903 -3.748 -1.859
23 C -0.808 -4.427 -0.478
24 N -1.231 -3.638 0.682
25 C -2.620 -3.237 0.732
26 C -2.741 -2.334 1.976
27 O -2.236 -3.077 3.068
28 C -1.973 -2.438 4.291
29 H 1.144 -1.486 -2.979
30 H -0.522 -1.074 -2.967
31 H -0.079 -2.462 -3.883
32 H -0.696 -4.514 -2.618
33 H -1.909 -3.362 -2.042
34 H 0.190 -4.851 -0.366
35 H -1.408 -5.355 -0.485
36 H -0.987 -4.077 1.561
37 H -3.216 -4.152 0.877
38 H -2.927 -2.729 -0.178
39 H -3.786 -1.999 2.072
40 H -2.231 -1.368 2.082
41 H -1.452 -3.072 5.003
42 H -2.882 -1.936 4.646
43 H -1.259 -1.621 4.105
44 C -0.950 9.816 -0.713
45 O -0.978 8.407 -0.804
46 C -0.610 7.929 -2.081
47 C -0.705 6.389 -2.148
48 N -0.494 5.727 -0.851
49 C 0.827 5.983 -0.257
50 C 1.145 5.098 0.945
51 O 0.805 3.782 0.653
52 C 0.927 2.885 1.781
53 H -1.483 10.268 -1.550
54 H 0.091 10.168 -0.692
55 H -1.291 10.079 0.288
56 H 0.435 8.239 -2.229
57 H -1.181 8.406 -2.889
58 H 0.039 6.045 -2.867
59 H -1.700 6.096 -2.484
60 H -1.082 6.294 -0.244
61 H 0.989 7.041 -0.025
62 H 1.592 5.644 -0.966
63 H 0.583 5.448 1.827
64 H 2.219 5.178 1.153
65 H 1.177 1.838 1.630
66 H -0.105 2.941 2.145
67 H 1.623 3.327 2.500
68 C 4.558 -3.607 -2.287
69 O 5.092 -4.624 -2.759
70 N 3.376 -3.513 -1.643
71 N 5.055 -2.344 -2.543
72 H 2.637 -4.168 -1.801
73 H 3.316 -2.743 -0.952
74 H 4.729 -1.543 -1.990
75 H 5.956 -2.274 -2.982
76 C 1.590 -5.421 2.803
77 O 1.285 -5.649 3.990
78 N 2.142 -6.360 2.000
79 N 1.483 -4.168 2.285
80 H 2.731 -6.113 1.226
81 H 2.227 -7.193 2.563
82 H 1.298 -3.402 2.923
83 H 1.839 -4.115 1.344
84 C -4.410 -0.898 -1.878
85 O -4.806 -0.803 -0.721
86 N -5.170 -1.372 -2.942
87 N -3.137 -0.640 -2.252
88 H -4.723 -1.497 -3.828
89 H -6.172 -1.349 -2.958
90 H -2.530 -0.147 -1.560
91 H -2.927 -0.549 -3.225

Kohn-Sham gap ... 2.2140 eV
Total charge ... -3
E_HOMO ... 2.570 eV